{
  "formula": "C8H5NO3S",
  "method": "ωB97M-V/def2-TZVPD",
  "homo_ev": -9.417,
  "homo_lumo_gap_ha": 0.326,
  "max_force_ev_per_a": 4.5,
  "e_above_lowest_kj_mol": 349.4,
  "multiplicity": 1,
  "elements": ["C", "C", "C", "C", "C", "C", "C", "C", "N", "O", "O", "O", "S", "H", "H", "H", "H", "H"],
  "positions_angstrom": [[-0.6420, 1.9525, 1.7799], [-0.7787, 0.8760, 2.5466], [-0.1820, 1.9949, 0.4777], [-0.3996, -0.3477, 1.9850], [0.3260, 0.8483, -0.0864], [0.2815, -0.3073, 0.7259], [1.0275, 0.5365, -1.3923], [-0.1010, -2.5799, -2.4799], [-0.0790, -1.8090, -1.3484], [0.8712, 0.9763, -2.5187], [0.5227, -3.4462, -3.0216], [1.8932, -0.5551, -1.2486], [1.0616, -1.6473, -0.2777], [-1.1113, 2.9178, 2.1505], [-1.1479, 1.0125, 3.4997], [-0.2177, 3.0003, 0.0183], [-0.5139, -1.2890, 2.4297], [-0.8105, -2.1337, -3.2399]],
  "atomic_forces_ev_per_a": [[-1.476, 4.248, -0.673], [0.778, -2.660, -1.160], [0.182, 1.280, -0.731], [1.889, 0.565, -2.157], [0.808, -1.321, 0.721], [-0.882, 0.284, 0.170], [-0.491, 0.871, -3.241], [-1.307, 1.655, -2.829], [-1.097, -1.076, 1.119], [0.336, -0.121, 3.009], [1.684, -1.460, 1.482], [0.280, 0.682, 1.672], [-0.418, 0.347, -0.971], [0.981, -1.162, -0.294], [-0.896, -0.306, 1.881], [0.223, -0.987, -0.222], [-0.162, -1.040, 0.932], [-0.432, 0.201, 1.293]]
}

***

{
  "formula": "C5H8N4O2S2",
  "method": "ωB97M-V/def2-TZVPD",
  "homo_ev": [-4.633, -9.368],
  "homo_lumo_gap_ha": [0.187, 0.255],
  "max_force_ev_per_a": 7.4,
  "e_above_lowest_kj_mol": 67.0,
  "multiplicity": 3,
  "elements": ["C", "C", "C", "C", "C", "N", "N", "N", "N", "O", "O", "S", "S", "H", "H", "H", "H", "H", "H", "H", "H"],
  "positions_angstrom": [[-2.5282, -0.7827, 0.3297], [-0.2365, -0.0598, -0.1683], [2.3131, 0.5176, 2.1416], [-3.9465, -0.8409, 0.3982], [0.9254, 0.8345, -1.9827], [-1.6058, -1.5853, 0.6492], [-0.3589, -1.2457, 0.3550], [3.0082, 0.6031, 1.0248], [0.9542, 0.4411, -0.6536], [1.4508, -0.3390, 2.1422], [3.2183, -0.4799, -1.2887], [-1.8370, 0.6620, -0.4053], [2.3942, -0.6099, -0.1209], [2.6777, 1.1439, 3.0140], [-4.4524, -1.1927, 1.2415], [-4.3984, 0.1703, 0.1211], [-4.2071, -1.5756, -0.3040], [1.6124, 0.3548, -2.6574], [-0.1104, 0.7533, -2.4027], [1.3464, 1.8964, -2.1549], [3.7804, 1.3345, 0.7210]],
  "atomic_forces_ev_per_a": [[0.172, 4.321, -0.818], [-0.443, 4.974, -1.179], [0.355, -0.097, 1.639], [-1.542, 1.943, -0.774], [0.232, 3.284, -3.240], [5.309, -3.909, 0.839], [-2.651, -6.250, 2.969], [2.971, 1.813, -3.115], [-0.298, -2.398, 2.418], [-0.731, 0.444, 1.350], [1.158, -0.075, -0.729], [-0.191, 1.829, -1.210], [-0.993, 1.515, 0.014], [-0.690, -0.488, -0.674], [-0.179, -0.397, 1.998], [0.530, -1.492, 0.224], [-0.892, -0.895, -1.656], [0.247, -1.185, 0.004], [1.019, 0.211, 0.350], [-1.089, -1.055, 0.619], [-2.295, -2.092, 0.969]]
}

***

{
  "formula": "C2H3BrO",
  "method": "ωB97M-V/def2-TZVPD",
  "homo_ev": [-8.066, -7.699],
  "homo_lumo_gap_ha": [0.316, 0.298],
  "max_force_ev_per_a": 5.5,
  "e_above_lowest_kj_mol": 430.7,
  "multiplicity": 1,
  "elements": ["C", "C", "O", "Br", "H", "H", "H"],
  "positions_angstrom": [[-0.4583, -0.6689, -0.0781], [1.7587, 0.6616, 0.0299], [0.8530, -0.3141, -0.1279], [3.5534, -0.0026, -0.0465], [-0.4267, -1.6588, -0.0852], [-1.1661, 0.1034, -0.3796], [1.6409, 1.7683, 0.1975]],
  "atomic_forces_ev_per_a": [[1.717, 5.241, -0.184], [-0.815, -0.578, -0.223], [1.445, 1.160, 0.651], [-0.829, 0.412, 0.081], [-1.056, -4.019, -0.291], [-0.078, -0.644, 0.308], [-0.384, -1.571, -0.341]]
}

***

{
  "formula": "C18H19Cl2N6O2S2Ti",
  "method": "ωB97M-V/def2-TZVPD",
  "homo_ev": [-9.325, -11.084],
  "homo_lumo_gap_ha": [0.250, 0.199],
  "max_force_ev_per_a": 3.4,
  "e_above_lowest_kj_mol": 54.4,
  "charge": 1,
  "multiplicity": 3,
  "elements": ["Ti", "N", "C", "C", "C", "C", "C", "C", "S", "O", "O", "N", "C", "N", "C", "C", "C", "N", "H", "H", "H", "H", "H", "H", "H", "H", "H", "Cl", "C", "Cl", "H", "H", "N", "C", "S", "N", "C", "C", "C", "C", "C", "C", "H", "H", "H", "H", "H", "H", "H", "H"],
  "positions_angstrom": [[1.6097, 0.5980, -2.8955], [1.9212, -0.5731, 6.7245], [1.9776, -0.5473, 5.4026], [2.5095, 0.6034, 4.7302], [2.5652, 0.6343, 3.3827], [2.1040, -0.4945, 2.6343], [1.5816, -1.6430, 3.2957], [1.5134, -1.6705, 4.6431], [2.1623, 0.8641, 0.3255], [1.1223, 1.6703, 0.9657], [2.1642, -0.5816, 1.3378], [1.6211, 0.1168, -0.9838], [0.5602, -0.7679, -1.1289], [0.2634, -0.8450, -2.4543], [-0.6572, -1.7232, -2.8210], [-1.3163, -2.5040, -1.8930], [-0.9839, -2.3076, -0.5714], [-0.0441, -1.4420, -0.1676], [2.2402, 0.2091, 7.2753], [1.5567, -1.3742, 7.2175], [2.8777, 1.4397, 5.3136], [2.9712, 1.4972, 2.8735], [1.2382, -2.4701, 2.6876], [1.1051, -2.5344, 5.1565], [-0.8794, -1.7711, -3.8793], [-2.0678, -3.2217, -2.1931], [-1.4894, -2.8583, 0.2150], [1.9852, 0.4021, -5.2834], [2.7957, -0.6756, -4.0831], [3.1627, 2.1696, -2.4193], [3.8651, -0.5401, -4.1516], [2.5007, -1.6998, -4.2840], [0.2757, 3.5615, -1.3921], [-0.4690, 2.5799, -1.8912], [-0.2665, 2.1548, -3.5451], [-1.3270, 2.0064, -1.0318], [-2.4305, 1.1337, -1.2414], [-2.8988, 0.4704, -0.1126], [-4.0120, -0.3510, -0.1943], [-4.6572, -0.5308, -1.4097], [-4.1882, 0.1408, -2.5312], [-3.0864, 0.9842, -2.4550], [1.0569, 3.8597, -1.9530], [0.3334, 3.7139, -0.3968], [-1.1258, 2.1835, -0.0590], [-2.3877, 0.6048, 0.8365], [-4.3765, -0.8496, 0.6969], [-5.5269, -1.1729, -1.4787], [-4.6951, 0.0275, -3.4824], [-2.7545, 1.5235, -3.3310]],
  "atomic_forces_ev_per_a": [[1.266, 1.807, -2.640], [-0.032, 0.001, 0.528], [0.039, 0.032, -0.566], [-0.143, -0.315, 0.463], [-0.130, -0.189, -0.451], [0.101, 0.044, 0.138], [0.104, 0.105, -0.150], [0.056, 0.177, 0.396], [-0.164, 0.377, -0.410], [-0.014, -0.136, -0.062], [0.012, -0.243, -0.173], [-0.490, -0.878, 2.058], [-0.331, -0.280, 0.341], [-0.593, -1.203, 1.037], [-0.202, 0.095, -0.341], [-0.138, -0.137, -0.112], [0.056, 0.114, 0.273], [0.076, 0.048, -0.117], [-0.018, -0.059, 0.005], [0.032, 0.067, -0.011], [-0.043, -0.067, 0.018], [-0.027, -0.054, -0.023], [0.037, 0.091, -0.022], [0.049, 0.091, 0.029], [0.001, -0.028, -0.033], [0.052, 0.084, 0.031], [0.023, 0.026, -0.025], [-0.038, -0.189, -0.568], [-0.210, -0.331, 0.388], [0.702, 0.775, 0.231], [0.143, 0.147, -0.070], [0.003, -0.056, -0.189], [0.167, -0.031, 0.048], [-0.360, -0.018, -0.102], [-0.221, 0.196, 0.087], [0.042, -0.119, -0.180], [0.099, 0.050, 0.053], [-0.013, -0.087, 0.117], [0.031, -0.039, 0.036], [0.017, 0.024, -0.060], [-0.010, -0.017, 0.024], [-0.063, 0.014, -0.171], [0.164, 0.040, -0.045], [-0.013, 0.038, 0.034], [-0.046, 0.041, 0.141], [-0.030, -0.019, -0.047], [0.033, 0.034, -0.057], [0.051, 0.043, -0.001], [0.022, 0.012, 0.055], [-0.049, -0.075, 0.096]]
}